No. 1
Here is C9H26F3O9V as an isolated structure in a non-equilibrium geometry from the Open Molecules 2025 dataset. Energies are from wB97M-V/def2-TZVPD.

Calculated values
- multiplicity = 1
- largest force on an atom (eV/A) = 3.31
- highest occupied orbital energy (eV) = -9.524
- LUMO (eV) = -0.59
- molar mass (g mol⁻¹) = 386.2

Element x y z (Å)
O: 0.653 -0.381 -0.420
V: -0.468 0.762 -0.324
O: 0.258 2.159 0.038
C: -3.368 -0.135 -0.757
O: -2.607 -1.116 -0.072
O: -2.692 1.072 -0.607
C: -3.678 -0.687 -2.253
F: -4.099 0.239 -3.145
F: -2.608 -1.190 -2.838
F: -4.575 -1.701 -2.268
C: -3.128 -2.364 0.299
C: -1.911 -3.050 0.774
H: -2.171 -4.091 0.968
H: -1.065 -2.949 0.094
H: -1.679 -2.697 1.779
H: -3.456 -3.001 -0.523
H: -3.910 -2.354 1.058
H: -4.271 0.069 -0.181
C: 3.796 0.553 -2.558
O: 4.018 -0.267 -3.680
H: 4.024 1.587 -2.814
H: 2.739 0.628 -2.303
H: 4.493 0.227 -1.787
H: 4.929 -0.171 -3.967
C: -1.666 0.352 2.913
O: -0.680 0.180 1.894
H: -2.211 -0.541 3.218
H: -1.277 0.838 3.808
H: -2.417 0.994 2.453
H: 0.093 -0.263 2.249
C: 2.492 -0.675 2.565
O: 1.303 -0.984 3.283
H: 2.805 -1.410 1.824
H: 2.266 0.192 1.944
H: 3.326 -0.515 3.248
H: 1.515 -1.827 3.689
C: 2.121 3.326 2.477
O: 3.088 4.211 2.034
H: 2.204 3.284 3.563
H: 1.096 3.606 2.235
H: 2.391 2.372 2.023
H: 3.090 4.206 1.074
C: 0.222 -0.074 -3.568
O: 0.040 1.076 -2.706
H: 1.258 -0.069 -3.908
H: 0.042 -1.065 -3.150
H: -0.516 -0.165 -4.364
H: 0.191 1.808 -3.309

---

No. 2
Here is C9H27FNaO12P3 as an isolated structure in a non-equilibrium geometry from the Open Molecules 2025 dataset. Energies are from wB97M-V/def2-TZVPD.

Calculated values
- multiplicity = 1
- largest force on an atom (eV/A) = 4.04
- highest occupied orbital energy (eV) = -7.222
- LUMO (eV) = -0.10
- molar mass (g mol⁻¹) = 462.2

Element x y z (Å)
Na: 0.553 1.830 1.246
F: 2.350 2.035 2.926
C: -3.608 -2.484 1.718
O: -2.839 -1.215 1.727
P: -2.226 -0.468 0.490
O: -0.823 0.042 0.772
O: -3.286 0.730 0.179
C: -3.056 2.198 0.262
O: -2.505 -1.538 -0.656
C: -1.620 -1.395 -1.846
H: -3.495 -2.883 2.726
H: -3.414 -3.196 0.916
H: -4.658 -2.226 1.860
H: -3.076 2.748 -0.679
H: -2.266 2.433 0.974
H: -3.957 2.691 0.627
H: -1.654 -2.359 -2.355
H: -0.684 -0.904 -1.582
H: -2.161 -0.783 -2.568
C: 3.257 -4.061 4.134
O: 2.536 -3.023 4.797
P: 1.917 -1.809 3.836
O: 1.224 -0.673 4.468
O: 3.210 -1.287 3.013
C: 3.015 -0.792 1.659
O: 1.140 -2.680 2.605
C: -0.126 -3.160 2.867
H: 4.262 -3.971 4.545
H: 3.376 -3.959 3.055
H: 3.015 -5.115 4.272
H: 3.025 -1.593 0.920
H: 3.897 -0.178 1.473
H: 2.036 -0.323 1.564
H: -0.715 -2.999 1.965
H: -0.470 -2.686 3.787
H: 0.057 -4.204 3.121
C: 2.579 1.425 -4.534
O: 1.904 1.332 -3.302
P: 0.704 2.366 -2.850
O: 0.398 2.214 -1.409
O: 1.218 3.807 -3.334
C: 0.529 5.004 -2.939
O: -0.486 1.881 -3.830
C: -1.797 2.178 -3.518
H: 3.605 1.167 -4.271
H: 2.560 2.462 -4.871
H: 2.261 0.585 -5.152
H: 1.330 5.662 -2.601
H: -0.253 4.928 -2.184
H: 0.047 5.453 -3.808
H: -2.241 1.395 -2.903
H: -2.521 2.310 -4.322
H: -2.070 3.090 -2.987

---

No. 3
Here is C9H28AlN2O4S as an isolated structure from the Open Molecules 2025 dataset. Energies are from wB97M-V/def2-TZVPD.

Calculated values
- multiplicity = 1
- total charge = -1
- largest force on an atom (eV/A) = 0.60
- highest occupied orbital energy (eV) = -4.498
- LUMO (eV) = 2.70
- molar mass (g mol⁻¹) = 287.4

Element x y z (Å)
O: 0.615 5.202 -2.060
O: -0.206 4.181 -1.488
C: 0.627 3.388 -0.588
Al: 1.603 1.852 -1.530
S: 0.626 -0.097 -0.711
H: 1.163 4.679 -2.668
H: -0.089 3.015 0.154
H: 1.302 4.075 -0.070
H: 1.317 1.931 -3.124
H: 3.184 1.836 -1.215
H: -0.648 0.271 -0.789
C: -4.436 -0.203 1.714
C: -4.095 1.090 0.978
C: -5.317 1.849 0.450
O: -5.932 1.285 -0.693
C: -6.805 0.207 -0.444
N: -3.103 0.799 -0.052
H: -4.658 -1.012 1.018
H: -3.584 -0.521 2.313
H: -5.294 -0.073 2.378
H: -3.619 1.761 1.700
H: -4.989 2.842 0.137
H: -6.066 1.980 1.246
H: -7.354 0.348 0.493
H: -6.280 -0.751 -0.405
H: -7.520 0.171 -1.267
H: -2.748 1.664 -0.449
H: -3.563 0.325 -0.824
C: 4.742 -3.877 1.163
C: 3.560 -3.001 0.754
C: 3.739 -2.257 -0.571
O: 4.618 -1.155 -0.513
C: 5.987 -1.453 -0.619
N: 3.226 -2.088 1.850
H: 5.554 -3.281 1.581
H: 4.434 -4.587 1.931
H: 5.132 -4.440 0.312
H: 2.697 -3.660 0.611
H: 2.761 -1.851 -0.829
H: 4.047 -2.939 -1.378
H: 6.162 -2.284 -1.314
H: 6.439 -1.701 0.347
H: 6.481 -0.562 -1.008
H: 2.361 -1.605 1.618
H: 3.928 -1.353 1.860

---

No. 4
Here is a 6-piece molecular cluster, C9H28IN6O5 overall in a non-equilibrium geometry from the Open Molecules 2025 dataset. Energies are from wB97M-V/def2-TZVPD.

Calculated values
- multiplicity = 1
- total charge = -1
- largest force on an atom (eV/A) = 5.86
- highest occupied orbital energy (eV) = -4.348
- LUMO (eV) = 2.12
- molar mass (g mol⁻¹) = 427.3

Element x y z (Å)
I: -1.508 1.546 -1.084
C: 0.891 -0.643 5.675
C: 0.105 -0.570 4.372
C: -1.122 -1.454 4.357
O: -0.337 0.787 4.234
H: 1.637 0.151 5.647
H: 1.532 -1.525 5.667
H: 0.319 -0.694 6.601
H: 0.745 -0.801 3.521
H: -0.672 -2.436 4.212
H: -1.800 -1.332 3.513
H: -1.725 -1.360 5.261
H: -0.718 0.963 3.370
C: 4.081 -2.649 -2.472
C: 4.172 -1.212 -1.948
C: 5.595 -0.715 -1.741
O: 3.423 -0.389 -2.876
H: 3.114 -3.038 -2.790
H: 4.521 -3.319 -1.733
H: 4.653 -2.628 -3.400
H: 3.728 -1.092 -0.960
H: 6.067 -1.429 -1.066
H: 5.701 0.305 -1.372
H: 6.176 -0.597 -2.655
H: 2.572 -0.374 -2.432
C: 3.560 4.639 1.270
O: 2.917 5.593 0.864
N: 3.306 3.357 1.210
N: 4.599 4.851 1.980
H: 2.460 3.122 0.710
H: 3.860 2.661 1.689
H: 4.938 3.996 2.398
H: 5.038 5.754 1.872
C: -3.804 -4.625 -2.315
O: -4.189 -5.674 -2.793
N: -3.227 -3.720 -3.003
N: -3.878 -4.376 -1.030
H: -3.420 -3.639 -3.991
H: -3.103 -2.856 -2.495
H: -3.647 -3.549 -0.498
H: -4.286 -5.145 -0.518
C: -7.008 3.206 -3.286
O: -8.099 3.691 -3.615
N: -6.483 2.126 -3.727
N: -6.144 3.772 -2.537
H: -5.490 2.033 -3.565
H: -7.159 1.530 -4.183
H: -6.429 4.653 -2.133
H: -5.465 3.105 -2.201

---

No. 5
Here is C9H28MnO9S as an isolated structure in a non-equilibrium geometry from the Open Molecules 2025 dataset. Energies are from wB97M-V/def2-TZVPD.

Calculated values
- multiplicity = 6
- largest force on an atom (eV/A) = 2.46
- highest occupied orbital energy (alpha / beta) (eV) = -7.767 / -8.208
- <S²> = 8.7526
- LUMO (alpha / beta) (eV) = -0.23 / -0.23
- molar mass (g mol⁻¹) = 367.3

Element x y z (Å)
Mn: 6.507 -18.182 -11.120
S: 4.047 -19.221 -11.237
O: 4.763 -18.505 -10.140
O: 3.933 -20.626 -10.879
O: 2.790 -18.549 -11.537
O: 5.082 -18.996 -12.311
C: 6.243 -14.860 -11.582
O: 5.740 -16.164 -11.271
H: 5.944 -14.170 -10.788
H: 7.332 -14.882 -11.612
H: 5.870 -14.509 -12.544
H: 4.795 -16.139 -11.490
C: 6.270 -21.567 -14.081
O: 5.887 -20.283 -14.473
H: 5.710 -22.345 -14.601
H: 7.335 -21.784 -14.256
H: 6.116 -21.732 -13.008
H: 5.677 -19.741 -13.663
C: 7.063 -20.920 -9.677
O: 7.427 -20.142 -10.825
H: 7.822 -21.674 -9.456
H: 6.940 -20.244 -8.834
H: 6.128 -21.459 -9.835
H: 8.074 -20.627 -11.345
C: 9.116 -18.908 -14.218
C: 9.201 -18.014 -12.987
C: 10.087 -16.793 -13.214
O: 7.864 -17.555 -12.693
H: 8.726 -18.328 -15.059
H: 8.400 -19.721 -14.076
H: 10.067 -19.347 -14.518
H: 9.507 -18.570 -12.100
H: 11.133 -17.026 -13.397
H: 10.058 -16.224 -12.277
H: 9.674 -16.113 -13.960
H: 7.500 -17.186 -13.511
C: 7.106 -17.515 -7.141
C: 7.302 -16.749 -8.441
C: 8.296 -15.589 -8.324
O: 7.814 -17.616 -9.469
H: 6.610 -18.466 -7.313
H: 6.530 -16.885 -6.459
H: 8.056 -17.645 -6.611
H: 6.345 -16.338 -8.759
H: 8.068 -14.925 -7.481
H: 8.203 -14.921 -9.182
H: 9.336 -15.879 -8.168
H: 8.642 -17.995 -9.150

---

No. 6
Here is C9H30NO8Y as an isolated structure in a non-equilibrium geometry from the Open Molecules 2025 dataset. Energies are from wB97M-V/def2-TZVPD.

Calculated values
- multiplicity = 1
- largest force on an atom (eV/A) = 6.85
- highest occupied orbital energy (eV) = -5.118
- LUMO (eV) = -2.44
- molar mass (g mol⁻¹) = 369.2

Element x y z (Å)
Y: 0.951 1.767 -2.909
C: 2.079 -3.272 1.610
C: 1.394 -2.396 0.532
C: 0.380 -3.176 -0.324
C: -0.939 -3.389 0.416
C: -1.551 -2.092 0.889
C: -0.542 -1.252 1.717
N: 0.763 -1.156 0.988
O: 1.676 -0.331 1.619
C: -0.630 -1.814 3.126
C: -1.143 0.155 1.739
C: 2.516 -2.091 -0.518
H: 2.443 -2.600 2.389
H: 2.913 -3.819 1.172
H: 1.424 -4.008 2.082
H: 0.682 -4.214 -0.485
H: 0.305 -2.617 -1.259
H: -0.665 -4.020 1.263
H: -1.648 -3.932 -0.214
H: -2.405 -2.501 1.445
H: -2.140 -1.528 0.156
H: 0.008 -1.296 3.847
H: -0.443 -2.877 3.285
H: -1.632 -1.617 3.515
H: -0.614 0.824 2.415
H: -2.162 0.125 2.149
H: -1.305 0.673 0.794
H: 3.348 -1.554 -0.064
H: 2.105 -1.421 -1.280
H: 2.817 -2.993 -1.048
O: -0.296 3.020 -1.451
H: -1.083 2.821 -0.936
O: 1.948 1.508 -0.888
H: 2.300 0.619 -1.049
O: -2.850 3.634 -2.477
H: -2.607 4.378 -3.033
H: -2.010 3.356 -2.061
O: -0.301 0.180 -1.483
H: -1.221 -0.071 -1.638
H: -0.018 -0.331 -0.672
O: 0.109 3.899 -4.141
H: -0.508 3.727 -4.864
H: 0.213 4.860 -4.125
O: 0.668 3.134 1.044
H: 0.040 3.637 1.575
H: 0.307 3.162 0.121
O: -0.971 5.816 -1.326
H: -0.652 4.902 -1.204
H: -1.051 6.170 -0.436

---

No. 7
Here is a 6-piece molecular cluster, C9H30O6 overall in a non-equilibrium geometry from the Open Molecules 2025 dataset. Energies are from wB97M-V/def2-TZVPD.

Calculated values
- multiplicity = 2
- total charge = -1
- largest force on an atom (eV/A) = 1.89
- highest occupied orbital energy (alpha / beta) (eV) = 0.687 / -7.189
- <S²> = 0.7505
- LUMO (alpha / beta) (eV) = 2.86 / 2.85
- molar mass (g mol⁻¹) = 234.3

Element x y z (Å)
O: -0.017 1.220 0.468
H: -0.151 0.435 0.999
H: 0.534 1.784 1.010
O: 1.379 2.881 2.393
H: 1.570 3.751 2.743
H: 1.208 2.344 3.167
O: 0.532 -1.415 4.021
H: 1.204 -2.041 3.753
H: 0.011 -1.268 3.232
C: -3.575 -1.558 2.238
C: -2.668 -0.463 1.700
C: -2.600 0.704 2.702
O: -1.331 -0.929 1.488
H: -3.557 -2.346 1.486
H: -4.638 -1.409 2.431
H: -3.169 -1.976 3.159
H: -3.013 -0.170 0.708
H: -1.820 0.657 3.461
H: -3.580 1.048 3.035
H: -2.180 1.596 2.238
H: -1.371 -1.821 1.136
C: -1.525 2.459 -3.464
C: -0.572 1.270 -3.175
C: 0.812 1.801 -2.794
O: -1.060 0.518 -2.105
H: -2.560 2.119 -3.464
H: -1.215 2.952 -4.386
H: -1.503 3.153 -2.623
H: -0.644 0.661 -4.076
H: 1.158 2.411 -3.628
H: 1.497 0.989 -2.549
H: 0.842 2.386 -1.874
H: -0.826 0.976 -1.294
C: 3.391 -0.767 -0.524
C: 2.489 -1.996 -0.648
C: 2.161 -2.368 -2.051
O: 3.177 -3.073 0.063
H: 4.398 -1.095 -0.781
H: 3.341 -0.317 0.467
H: 3.072 0.015 -1.214
H: 1.545 -1.751 -0.160
H: 3.106 -2.223 -2.575
H: 1.334 -1.765 -2.427
H: 1.950 -3.436 -2.102
H: 2.864 -3.946 -0.185

---

No. 8
Here is a 6-piece molecular cluster, C9H30O6 overall in a non-equilibrium geometry from the Open Molecules 2025 dataset. Energies are from wB97M-V/def2-TZVPD.

Calculated values
- multiplicity = 1
- structure (SMILES) = CC(C)O.CC(C)O.CC(C)O.O.O.O
- largest force on an atom (eV/A) = 1.15
- highest occupied orbital energy (eV) = -10.151
- LUMO (eV) = 0.37
- molar mass (g mol⁻¹) = 234.3

Element x y z (Å)
C: 19.307 -15.220 -11.092
C: 19.289 -14.700 -12.503
C: 19.546 -15.795 -13.513
O: 18.026 -14.038 -12.760
H: 18.493 -15.941 -10.927
H: 19.189 -14.433 -10.349
H: 20.221 -15.778 -10.872
H: 20.029 -13.901 -12.569
H: 19.321 -15.418 -14.516
H: 18.876 -16.634 -13.327
H: 20.608 -16.033 -13.554
H: 17.361 -14.734 -12.732
C: 15.146 -11.591 -17.257
C: 14.899 -11.768 -15.786
C: 15.146 -10.490 -15.010
O: 13.531 -12.197 -15.647
H: 14.809 -12.466 -17.819
H: 16.209 -11.474 -17.482
H: 14.620 -10.724 -17.662
H: 15.540 -12.560 -15.381
H: 16.213 -10.265 -15.068
H: 14.907 -10.621 -13.953
H: 14.560 -9.683 -15.451
H: 13.210 -11.907 -14.787
C: 19.920 -8.476 -14.802
C: 20.304 -9.931 -14.589
C: 20.676 -10.220 -13.143
O: 19.200 -10.787 -14.950
H: 18.981 -8.234 -14.300
H: 19.751 -8.275 -15.864
H: 20.704 -7.813 -14.437
H: 21.145 -10.153 -15.253
H: 21.760 -10.220 -13.024
H: 20.314 -11.206 -12.856
H: 20.261 -9.485 -12.454
H: 19.251 -10.958 -15.894
O: 17.378 -10.943 -12.487
H: 17.651 -11.863 -12.599
H: 17.848 -10.475 -13.187
O: 16.030 -8.805 -11.160
H: 15.249 -8.680 -11.705
H: 16.344 -9.693 -11.380
O: 16.362 -13.098 -10.371
H: 16.519 -13.003 -11.314
H: 16.158 -14.029 -10.250

---

No. 9
Here is C9H31AgO7 as an isolated structure in a non-equilibrium geometry from the Open Molecules 2025 dataset. Energies are from wB97M-V/def2-TZVPD.

Calculated values
- multiplicity = 2
- total charge = +1
- largest force on an atom (eV/A) = 2.03
- highest occupied orbital energy (alpha / beta) (eV) = -12.161 / -12.160
- <S²> = 0.7555
- LUMO (alpha / beta) (eV) = -5.97 / -7.10
- molar mass (g mol⁻¹) = 359.2

Element x y z (Å)
Ag: 17.536 6.264 -32.743
C: 13.960 6.162 -34.683
C: 15.166 7.163 -34.799
C: 14.797 8.493 -35.411
O: 15.772 7.246 -33.604
H: 14.278 5.156 -34.434
H: 13.494 6.126 -35.669
H: 13.226 6.594 -34.006
H: 15.821 6.587 -35.495
H: 15.637 9.181 -35.478
H: 13.985 8.966 -34.845
H: 14.387 8.328 -36.410
C: 13.528 9.493 -31.500
O: 13.671 8.064 -31.658
H: 12.651 9.660 -30.881
H: 14.412 9.950 -31.061
H: 13.305 9.978 -32.457
H: 14.310 7.895 -32.362
C: 10.120 7.956 -31.338
O: 10.968 7.012 -31.993
H: 10.392 8.047 -30.283
H: 10.081 8.923 -31.845
H: 9.092 7.584 -31.330
H: 11.872 7.193 -31.684
C: 13.491 2.647 -32.809
O: 13.001 2.203 -31.575
H: 12.742 3.221 -33.367
H: 14.324 3.319 -32.592
H: 13.859 1.821 -33.425
H: 12.277 1.591 -31.731
C: 11.101 9.550 -37.893
O: 11.427 8.186 -37.594
H: 11.066 9.672 -38.970
H: 10.151 9.855 -37.445
H: 11.855 10.242 -37.490
H: 11.236 8.086 -36.653
C: 9.632 7.167 -35.138
O: 10.529 8.106 -34.562
H: 10.137 6.247 -35.465
H: 8.880 6.849 -34.410
H: 9.173 7.629 -36.006
H: 10.902 7.699 -33.763
C: 19.174 10.400 -35.571
O: 18.040 11.118 -35.043
H: 18.791 9.457 -35.974
H: 19.648 10.972 -36.367
H: 19.861 10.233 -34.751
H: 17.495 11.403 -35.782

---

No. 10
Here is C9H31Br2N11O6Y as an isolated structure in a non-equilibrium geometry from the Open Molecules 2025 dataset. Energies are from wB97M-V/def2-TZVPD.

Calculated values
- multiplicity = 1
- total charge = +1
- largest force on an atom (eV/A) = 2.21
- highest occupied orbital energy (eV) = -10.201
- LUMO (eV) = -2.36
- molar mass (g mol⁻¹) = 638.1

Element x y z (Å)
Y: 3.925 18.533 -7.795
Br: 2.734 17.974 -10.434
Br: 6.188 16.770 -7.614
C: 0.285 18.723 -7.236
O: 1.490 18.505 -7.332
N: -0.261 19.642 -6.388
N: -0.561 18.295 -8.237
H: -1.251 19.794 -6.439
H: 0.301 20.211 -5.786
H: -1.516 18.142 -7.952
H: -0.154 17.639 -8.889
C: 2.943 15.135 -7.799
O: 2.894 16.309 -7.441
N: 2.651 14.741 -9.069
N: 3.311 14.136 -6.941
H: 2.639 15.525 -9.713
H: 2.757 13.765 -9.261
H: 3.501 13.222 -7.306
H: 3.601 14.355 -6.009
C: 6.233 20.068 -10.000
O: 5.462 19.486 -9.242
N: 6.429 21.410 -9.973
N: 6.840 19.391 -11.018
H: 5.904 21.983 -9.323
H: 7.208 21.785 -10.484
H: 6.501 18.462 -11.199
H: 7.753 19.681 -11.317
C: 3.850 17.893 -4.268
O: 3.800 18.029 -5.480
N: 3.447 18.850 -3.385
N: 4.375 16.766 -3.694
H: 2.960 19.636 -3.775
H: 3.630 18.733 -2.407
H: 3.999 16.510 -2.801
H: 4.949 16.180 -4.275
C: 6.261 20.493 -5.939
O: 5.285 20.012 -6.511
N: 6.395 20.506 -4.586
N: 7.249 21.111 -6.620
H: 7.193 20.948 -4.165
H: 5.702 20.217 -3.921
H: 7.182 21.187 -7.618
H: 8.004 21.537 -6.117
C: 1.360 21.993 -9.404
C: 2.842 21.741 -9.089
C: 3.407 23.090 -8.649
O: 4.737 22.934 -8.140
C: 5.438 24.174 -8.095
N: 2.895 20.710 -8.033
H: 1.206 22.760 -10.166
H: 0.869 22.408 -8.518
H: 0.901 21.052 -9.708
H: 3.340 21.421 -10.003
H: 2.817 23.533 -7.833
H: 3.327 23.815 -9.463
H: 5.792 24.545 -9.056
H: 6.279 23.977 -7.423
H: 4.855 24.925 -7.553
H: 1.958 20.418 -7.770
H: 3.202 21.163 -7.168